123
Properties=species:S:1:pos:R:3:forces:R:3:mulliken_charge:R:1 method="wB97M-V/def2-TZVPD" total_charge=0 de_lowest_kcal_mol=0.00 gap_ev=7.79 spin_multiplicity=1 largest_force_ev_per_a=2.061 homo_energy_ev=-8.066
C -3.432 5.814 -3.090 0.5 -0.3 -0.1 -1.22
C -2.692 4.537 -2.654 0.8 0.5 0.2 -0.18
O -3.423 3.746 -1.732 -0.3 0.0 -0.9 -0.29
C -3.385 2.368 -2.025 0.0 -0.6 0.5 -1.04
C -1.976 1.706 -2.017 0.0 -0.4 0.3 0.80
C -1.478 1.215 -0.652 0.1 -0.2 0.2 -0.74
C -0.935 -0.038 -0.482 0.3 -0.6 0.4 1.08
C -0.813 -0.980 -1.694 -0.3 0.6 0.5 -0.67
C -2.184 -1.556 -2.186 0.7 0.3 -1.7 -0.79
N -2.233 -1.521 -3.676 -0.5 -0.4 0.5 -0.60
C -0.433 -0.497 0.839 -0.1 -0.1 0.0 0.28
C 0.207 -1.885 1.014 0.4 0.6 0.0 -2.08
C -0.477 0.286 1.966 -0.1 -0.2 0.6 0.34
C 0.036 -0.154 3.339 -0.6 0.7 -0.1 -0.05
C -0.982 0.050 4.505 1.0 -0.5 0.3 -0.57
C -0.177 0.431 5.786 -1.0 0.8 -0.4 -0.66
S 0.764 -0.967 6.484 0.4 -0.1 0.3 -0.17
C 2.434 -0.956 5.742 -0.4 0.0 -0.4 0.01
S 2.759 -2.104 4.625 0.1 0.3 0.3 -0.17
N 3.353 0.003 6.213 0.2 -0.5 -0.5 0.20
C 4.030 -0.469 7.457 0.1 0.0 0.9 -0.42
C 5.555 -0.679 7.345 0.3 0.2 0.0 -1.10
C 4.278 0.490 5.174 -0.7 0.6 -1.3 -0.63
C 3.510 1.142 3.980 1.0 0.0 0.2 -1.14
C -1.025 1.618 1.857 -0.1 -0.8 -1.9 0.75
N -1.125 2.536 2.787 0.0 0.7 0.6 -0.71
S -1.785 3.889 2.111 0.6 -1.9 -0.5 0.04
N -1.940 3.288 0.627 -0.5 1.1 -1.1 -0.43
C -1.513 2.046 0.527 0.3 0.4 1.7 0.94
H -4.434 5.583 -3.483 0.3 0.2 0.3 0.32
H -2.831 6.273 -3.898 -0.3 -0.2 0.3 0.36
H -3.447 6.543 -2.266 -0.4 -0.3 -0.3 0.28
H -1.759 4.854 -2.136 -0.3 -0.1 -0.3 0.26
H -2.355 3.955 -3.533 -0.4 0.1 0.2 0.34
H -3.978 1.869 -1.235 0.2 0.3 -0.3 0.34
H -3.906 2.119 -2.975 0.4 0.4 0.2 0.38
H -2.058 0.814 -2.655 0.0 0.6 0.2 -0.79
H -1.176 2.324 -2.461 -0.5 0.0 0.0 0.55
H -0.360 -0.363 -2.492 -0.2 -0.5 0.1 0.25
H -0.120 -1.812 -1.523 -0.2 0.4 0.0 0.15
H -2.313 -2.618 -1.936 -0.1 0.6 0.4 0.41
H -3.047 -0.960 -1.855 0.4 -0.4 0.4 0.23
H -1.796 -2.343 -4.077 0.1 0.3 -0.1 0.15
H -1.831 -0.665 -4.040 0.2 -0.3 -0.1 0.28
H 0.610 -2.302 0.083 -0.4 0.0 0.3 0.36
H 1.076 -1.746 1.679 -0.3 -0.3 -0.3 0.36
H -0.470 -2.602 1.503 0.2 0.2 -0.3 0.32
H 0.362 -1.198 3.371 0.0 0.4 -0.1 0.59
H 0.906 0.492 3.561 -0.3 -0.3 -0.1 -0.48
H -1.747 0.810 4.306 0.4 -0.1 0.0 0.04
H -1.500 -0.906 4.704 0.1 0.4 -0.1 0.33
H 0.448 1.325 5.613 -0.1 -0.5 0.0 0.34
H -0.936 0.747 6.527 0.6 -0.4 0.1 0.38
H 3.601 -1.434 7.781 -0.1 0.5 -0.2 0.36
H 3.824 0.255 8.264 0.1 -0.2 -0.3 0.27
H 5.950 -1.124 8.275 -0.4 0.1 -0.3 0.38
H 5.849 -1.349 6.522 -0.3 0.2 0.3 0.29
H 6.091 0.278 7.227 -0.2 -0.4 -0.1 0.32
H 4.887 -0.311 4.715 0.0 0.3 0.6 0.35
H 4.905 1.301 5.577 -0.2 -0.6 0.2 0.49
H 3.093 0.386 3.301 -0.1 0.3 0.4 0.17
H 4.288 1.672 3.396 -0.5 -0.1 0.2 0.50
H 2.763 1.873 4.323 0.1 -0.3 -0.2 0.27
C 2.990 -1.777 -3.805 -0.2 -0.2 0.0 -1.21
C 2.494 -0.812 -4.871 0.6 0.2 0.3 0.89
C 3.653 -0.163 -5.610 -0.2 0.1 -0.1 -1.18
O 1.687 0.196 -4.264 -0.4 0.0 -0.1 -0.48
H 3.593 -1.252 -3.059 0.1 0.0 -0.1 0.29
H 2.148 -2.228 -3.275 0.0 0.0 -0.1 0.20
H 3.594 -2.574 -4.243 0.0 0.0 0.0 0.43
H 1.856 -1.345 -5.581 -0.2 0.1 0.1 -0.11
H 4.278 0.413 -4.924 0.0 -0.2 0.0 0.12
H 3.283 0.533 -6.365 -0.1 -0.1 0.0 0.35
H 4.277 -0.912 -6.102 0.0 0.0 0.0 0.37
H 2.236 0.676 -3.633 0.0 0.0 -0.1 0.31
C -5.385 3.940 6.742 0.0 0.1 0.2 -1.44
C -4.273 3.023 6.256 -0.6 0.1 -0.4 0.38
C -3.976 3.247 4.781 0.2 -0.1 0.0 -0.32
O -4.648 1.662 6.467 0.3 -0.1 0.2 -0.55
H -6.312 3.746 6.196 0.1 0.0 -0.1 0.35
H -5.593 3.762 7.799 0.1 0.0 0.0 0.34
H -5.117 4.990 6.612 0.0 0.0 0.0 0.37
H -3.369 3.199 6.843 0.0 -0.2 0.1 0.30
H -4.857 3.031 4.170 -0.1 0.1 0.1 0.31
H -3.184 2.578 4.444 0.0 0.1 0.1 -0.38
H -3.666 4.277 4.593 0.0 0.0 0.0 0.41
H -5.446 1.493 5.954 0.0 0.0 0.0 0.35
C -6.516 -3.898 -0.017 0.1 -0.2 0.0 -1.37
C -5.350 -2.950 0.218 -0.6 0.3 -0.3 0.39
C -5.822 -1.627 0.803 0.2 0.1 0.1 -1.25
O -4.669 -2.712 -1.013 0.1 -0.2 0.2 -0.44
H -7.226 -3.468 -0.729 0.0 0.1 0.1 0.36
H -6.165 -4.838 -0.444 0.0 0.0 0.1 0.33
H -7.045 -4.113 0.914 0.0 0.0 0.0 0.39
H -4.631 -3.414 0.895 0.1 0.0 -0.1 0.26
H -6.509 -1.124 0.116 -0.1 -0.1 0.0 0.33
H -4.976 -0.954 0.958 0.0 -0.1 0.0 0.27
H -6.330 -1.774 1.758 0.0 0.0 0.0 0.41
H -5.292 -2.301 -1.623 0.0 0.0 0.0 0.30
C 6.553 1.863 -2.268 -0.2 0.0 0.1 -1.25
C 6.945 0.662 -3.115 0.4 0.6 -0.1 0.55
C 8.452 0.461 -3.123 0.1 -0.2 0.0 -1.40
O 6.479 0.846 -4.453 -0.1 -0.2 0.1 -0.51
H 6.997 2.780 -2.667 0.1 -0.1 0.0 0.32
H 5.471 2.003 -2.277 0.0 -0.1 0.0 0.30
H 6.880 1.741 -1.234 0.0 0.0 0.0 0.38
H 6.457 -0.235 -2.729 -0.1 0.0 -0.2 0.22
H 8.957 1.332 -3.550 -0.1 0.1 0.1 0.35
H 8.720 -0.398 -3.741 0.0 0.0 0.1 0.34
H 8.835 0.297 -2.115 0.0 0.0 0.0 0.38
H 6.902 1.636 -4.809 0.0 0.0 0.0 0.32
C -0.038 -3.302 -7.329 0.1 0.2 0.1 -1.23
C -0.065 -4.486 -6.375 -0.3 -0.1 -0.7 0.61
C 0.444 -5.751 -7.050 0.1 -0.1 0.2 -1.43
O -1.397 -4.695 -5.908 0.1 0.1 0.4 -0.54
H -0.683 -3.482 -8.194 0.1 -0.1 0.0 0.42
H -0.414 -2.405 -6.833 0.1 0.0 0.0 0.23
H 0.975 -3.106 -7.685 0.0 0.0 0.0 0.34
H 0.548 -4.266 -5.499 -0.2 0.0 0.1 0.20
H -0.186 -6.014 -7.905 0.0 0.1 0.0 0.35
H 0.411 -6.594 -6.358 0.0 0.1 0.0 0.34
H 1.470 -5.627 -7.400 0.0 0.0 0.0 0.37
H -1.952 -4.891 -6.671 0.0 0.0 0.0 0.34